Entry from the Open Molecules 2025 dataset: a structure of composition C2H9BN in a non-equilibrium geometry (ωB97M-V/def2-TZVPD).

maximum force: 5.037 eV Å⁻¹
E_HOMO: -14.03 eV
energy relative to the best compared isomer or geometry (same formula, charge and spin): 56.6 kcal/mol
Kohn-Sham gap: 0.367 Ha
LUMO level: -4.045 eV

ORCA input file:
```
! wB97M-V def2-TZVPD RIJCOSX def2/J DEFGRID3
* xyz 1 1
B -2.40922 -0.16427 -0.25157
C -0.49684 0.62988 0.24436
C 0.41131 -0.58190 0.18017
N 1.73120 0.06622 -0.13751
H -2.35315 -1.22701 -0.58843
H -3.28512 0.58060 -0.01661
H -0.35046 1.23575 -0.68552
H -0.46997 1.31153 1.23134
H 0.34506 -1.17899 1.00862
H -0.00385 -1.17005 -0.66959
H 1.80345 0.09123 -1.15462
H 2.46995 -0.47551 0.20430
H 1.57688 1.02329 0.15196
*
```

Entry from the Open Molecules 2025 dataset: a structure of composition C2H9ISi3 in a non-equilibrium geometry (ωB97M-V/def2-TZVPD).

maximum force: 3.002 eV Å⁻¹
E_HOMO: -8.49 eV
energy relative to the best compared isomer or geometry (same formula, charge and spin): 5.9 kcal/mol
Kohn-Sham gap: 0.289 Ha
LUMO level: -0.618 eV

ORCA input file:
```
! wB97M-V def2-TZVPD RIJCOSX def2/J DEFGRID3
* xyz 0 1
C -0.95147 -0.30699 0.95819
C 1.56558 -1.42893 0.70348
Si 0.42969 -0.35861 -0.29639
Si -2.38771 0.88864 0.56123
Si 3.34148 -0.82933 0.17641
I -4.10573 -0.13140 -0.92094
H -1.28346 -1.19864 1.45007
H -0.52522 0.23065 1.86522
H 1.53080 -1.35685 1.76591
H 1.10161 -2.32760 0.38273
H 0.48309 -1.18666 -1.51230
H 0.98530 0.90820 -0.75456
H -2.11096 2.05928 -0.20718
H -2.99699 1.16779 1.78158
H 3.56994 -1.74641 -1.00212
*
```

Entry from the Open Molecules 2025 dataset: a cluster of 2 separate species, C2H9N in total in a non-equilibrium geometry (ωB97M-V/def2-TZVPD).

maximum force: 6.328 eV Å⁻¹
E_HOMO: -9.33 eV
energy relative to the best compared isomer or geometry (same formula, charge and spin): 35.4 kcal/mol
Kohn-Sham gap: 0.386 Ha
LUMO level: 1.181 eV

ORCA input file:
```
! wB97M-V def2-TZVPD RIJCOSX def2/J DEFGRID3
* xyz 0 1
C 2.92139 1.62450 1.09460
N 2.82312 2.30848 -0.19088
H 2.07763 0.71717 1.19408
H 2.64389 2.30170 1.87026
H 3.81267 1.13168 1.18605
H 1.91645 2.46151 -0.41550
H 3.29460 3.21422 -0.11915
C -3.91330 -2.83751 -0.98384
H -3.22100 -3.12180 -0.25502
H -3.58241 -2.93522 -1.88865
H -3.94489 -1.71758 -0.82464
H -4.82814 -3.14716 -0.66731
*
```

Entry from the Open Molecules 2025 dataset: the ion C2H9N2 with charge +1 in a non-equilibrium geometry (ωB97M-V/def2-TZVPD).

maximum force: 3.715 eV Å⁻¹
E_HOMO: -13.63 eV
energy relative to the best compared isomer or geometry (same formula, charge and spin): 29.7 kcal/mol
Kohn-Sham gap: 0.356 Ha
LUMO level: -3.931 eV

ORCA input file:
```
! wB97M-V def2-TZVPD RIJCOSX def2/J DEFGRID3
* xyz 1 1
N 0.72881 0.42802 -1.90739
C 0.44619 0.54924 -0.46142
C -0.18649 -0.73299 0.05676
N -0.59771 -0.31014 1.59309
H 1.28544 1.13461 -2.26337
H -0.10806 0.22893 -2.45387
H 1.40882 0.76471 -0.09377
H -0.19479 1.30543 -0.07879
H -1.18748 -0.93751 -0.34969
H 0.35113 -1.71341 0.06307
H -0.76250 -1.10393 2.26160
H -1.44216 0.27836 1.70422
H 0.25880 0.10869 1.92956
*
```

Entry from the Open Molecules 2025 dataset: a cluster of 2 separate species, C2H9N2 in total in a non-equilibrium geometry (ωB97M-V/def2-TZVPD).

maximum force: 2.356 eV Å⁻¹
E_HOMO: -13.16 eV
energy relative to the best compared isomer or geometry (same formula, charge and spin): 134.2 kcal/mol
Kohn-Sham gap: 0.129 Ha
LUMO level: -9.642 eV

ORCA input file:
```
! wB97M-V def2-TZVPD RIJCOSX def2/J DEFGRID3
* xyz 1 1
C 1.16035 0.79695 0.03478
N 0.21371 -0.17182 -0.00262
C 2.54487 0.20138 0.46523
N -3.61367 -0.82624 -0.27731
H 0.93542 1.61267 0.77287
H 1.22864 1.40878 -0.89041
H -4.33678 -1.44044 0.06332
H -0.54110 0.12375 -0.65889
H 2.46078 -0.86900 0.63749
H 2.92358 0.68762 1.35579
H -3.43853 -0.79370 -1.26743
H -2.72664 -0.99159 0.18122
H 3.18938 0.26165 -0.41404
*
```

Entry from the Open Molecules 2025 dataset: a cluster of 2 separate species, C2H9N2 in total in a non-equilibrium geometry (ωB97M-V/def2-TZVPD).

maximum force: 1.599 eV Å⁻¹
E_HOMO: -13.00 eV
energy relative to the best compared isomer or geometry (same formula, charge and spin): 24.3 kcal/mol
Kohn-Sham gap: 0.329 Ha
LUMO level: -4.065 eV

ORCA input file:
```
! wB97M-V def2-TZVPD RIJCOSX def2/J DEFGRID3
* xyz 1 1
N -1.71800 -1.37153 -0.31190
H -1.95617 -1.49076 -1.29775
H -1.11070 -2.12944 -0.00746
H -1.13175 -0.47155 -0.27465
H -2.59060 -1.24263 0.19834
C -0.28192 1.27508 0.38487
C 0.79139 0.47398 0.54563
N 1.80600 0.22796 -0.37352
H -0.44492 1.84276 -0.52332
H -0.91684 1.43569 1.24526
H 0.84429 -0.11780 1.45454
H 1.62796 0.58873 -1.30010
H 2.04256 -0.75297 -0.42251
*
```

Entry from the Open Molecules 2025 dataset: a cluster of 2 separate species, C2H9N2 in total in a non-equilibrium geometry (ωB97M-V/def2-TZVPD).

maximum force: 1.438 eV Å⁻¹
E_HOMO: -16.51 eV
energy relative to the best compared isomer or geometry (same formula, charge and spin): 2.6 kcal/mol
Kohn-Sham gap: 0.465 Ha
LUMO level: -3.864 eV

ORCA input file:
```
! wB97M-V def2-TZVPD RIJCOSX def2/J DEFGRID3
* xyz 1 1
C -2.10090 -1.20695 0.52698
H -3.01802 -0.63642 0.64232
H -2.21752 -2.23644 0.23453
H -1.58903 -0.68542 -0.30359
H -1.52588 -1.08458 1.43647
N 1.87758 1.23531 0.59304
C 1.10057 0.42901 -0.09629
N 0.94719 0.46009 -1.38157
H 2.49755 1.90016 0.15615
H 1.93735 1.08006 1.58721
H 0.46880 -0.27140 0.44138
H 0.23887 -0.10822 -1.82920
H 1.38344 1.12480 -2.00742
*
```

Entry from the Open Molecules 2025 dataset: a cluster of 2 separate species, C2H9N2O2 in total in a non-equilibrium geometry (ωB97M-V/def2-TZVPD).

maximum force: 1.293 eV Å⁻¹
E_HOMO: -14.88 eV
energy relative to the best compared isomer or geometry (same formula, charge and spin): 14.1 kcal/mol
Kohn-Sham gap: 0.422 Ha
LUMO level: -3.395 eV

ORCA input file:
```
! wB97M-V def2-TZVPD RIJCOSX def2/J DEFGRID3
* xyz 1 1
N -2.40581 -0.30537 -0.61807
C -1.04181 -0.62352 -0.06537
C -0.48424 0.73950 0.34029
N 0.81487 0.84862 0.56259
O -1.26784 1.67491 0.32196
H -2.48244 0.71688 -0.37317
H -3.16417 -0.85022 -0.22003
H -2.42909 -0.37720 -1.62965
H -1.17566 -1.32409 0.76618
H -0.47530 -1.20314 -0.77723
H 1.50531 0.13830 0.73168
H 1.08364 1.76310 0.87674
H 3.93597 -0.71937 0.74869
H 4.07873 -0.26874 -0.71777
O 3.50783 -0.20965 0.05318
*
```

Entry from the Open Molecules 2025 dataset: a cluster of 2 separate species, C2H9N2P in total in a non-equilibrium geometry (ωB97M-V/def2-TZVPD).

maximum force: 3.817 eV Å⁻¹
E_HOMO: -8.75 eV
energy relative to the best compared isomer or geometry (same formula, charge and spin): 51.4 kcal/mol
Kohn-Sham gap: 0.308 Ha
LUMO level: -0.379 eV

ORCA input file:
```
! wB97M-V def2-TZVPD RIJCOSX def2/J DEFGRID3
* xyz 0 1
H 2.41348 0.92525 -3.55586
N 1.84208 0.17931 -3.14347
P 0.37161 0.54028 -3.46847
H -0.18771 -0.82574 -3.07916
C 0.33761 -0.61592 1.39830
N 0.27898 0.74334 0.66104
C -0.83103 1.02661 -0.17489
H -0.03231 -1.48760 0.85224
H 1.42099 -0.81481 1.60858
H -0.29476 -0.59992 2.31292
H 1.19614 0.79321 0.26468
H -1.77824 1.46716 0.40409
H -0.67932 1.84829 -0.99541
H -1.22427 0.23183 -0.76241
*
```

Entry from the Open Molecules 2025 dataset: the molecule C2H9N2PS in a non-equilibrium geometry (ωB97M-V/def2-TZVPD).

maximum force: 2.824 eV Å⁻¹
E_HOMO: -8.08 eV
energy relative to the best compared isomer or geometry (same formula, charge and spin): 66.3 kcal/mol
Kohn-Sham gap: 0.302 Ha
LUMO level: 0.128 eV

ORCA input file:
```
! wB97M-V def2-TZVPD RIJCOSX def2/J DEFGRID3
* xyz 0 1
C 1.29228 -0.55167 1.37235
P 0.21378 0.61321 0.40769
C 1.49618 1.27145 -0.80560
N -0.54160 -0.52447 -0.61761
N -1.75448 -1.08599 -0.28245
S -3.30204 0.00704 0.04108
H 0.81579 -1.63374 1.34539
H 2.36969 -0.49058 1.01237
H 1.23549 -0.25547 2.48124
H 2.02698 0.41783 -1.40500
H 0.85637 1.78701 -1.61857
H 2.22117 2.11398 -0.37175
H -0.64616 -0.26202 -1.56240
H -1.69215 -1.35784 0.69167
H -4.59131 -0.04875 -0.68842
*
```

Q: The highest LUMO level belongs to which entry?
A: C2H9N

Q: Look up the maximum force of the ninth one.
A: 3.817 eV Å⁻¹

What did the sixth record say?
Entry from the Open Molecules 2025 dataset: a cluster of 2 separate species, C2H9N2 in total in a non-equilibrium geometry (ωB97M-V/def2-TZVPD).

maximum force: 1.599 eV Å⁻¹
E_HOMO: -13.00 eV
energy relative to the best compared isomer or geometry (same formula, charge and spin): 24.3 kcal/mol
Kohn-Sham gap: 0.329 Ha
LUMO level: -4.065 eV

ORCA input file:
```
! wB97M-V def2-TZVPD RIJCOSX def2/J DEFGRID3
* xyz 1 1
N -1.71800 -1.37153 -0.31190
H -1.95617 -1.49076 -1.29775
H -1.11070 -2.12944 -0.00746
H -1.13175 -0.47155 -0.27465
H -2.59060 -1.24263 0.19834
C -0.28192 1.27508 0.38487
C 0.79139 0.47398 0.54563
N 1.80600 0.22796 -0.37352
H -0.44492 1.84276 -0.52332
H -0.91684 1.43569 1.24526
H 0.84429 -0.11780 1.45454
H 1.62796 0.58873 -1.30010
H 2.04256 -0.75297 -0.42251
*
```

Q: Look up the E_HOMO of the ninth one.
A: -8.75 eV